# 1
{
  "formula": "C24H49Br18NO3",
  "method": "ωB97M-V/def2-TZVPD",
  "homo_energy_ev": -9.36,
  "multiplicity": 1,
  "smiles": "CCCOCN(C)C(=O)O.BrCCBr.BrCCBr.BrCCBr.BrCCBr.BrCCBr.BrCCBr.BrCCBr.BrCCBr.BrCCBr",
  "elements": ["C", "C", "C", "O", "C", "N", "C", "C", "O", "O", "H", "H", "H", "H", "H", "H", "H", "H", "H", "H", "H", "H", "H", "Br", "C", "C", "Br", "H", "H", "H", "H", "Br", "C", "C", "Br", "H", "H", "H", "H", "Br", "C", "C", "Br", "H", "H", "H", "H", "Br", "C", "C", "Br", "H", "H", "H", "H", "Br", "C", "C", "Br", "H", "H", "H", "H", "Br", "C", "C", "Br", "H", "H", "H", "H", "Br", "C", "C", "Br", "H", "H", "H", "H", "Br", "C", "C", "Br", "H", "H", "H", "H", "Br", "C", "C", "Br", "H", "H", "H", "H"],
  "coordinates": [[-8.227, 1.307, -1.521], [-8.361, -0.079, -0.854], [-7.044, -0.486, -0.248], [-7.114, -1.812, 0.246], [-5.921, -2.291, 0.800], [-5.408, -3.413, 0.002], [-4.716, -2.933, -1.212], [-4.488, -4.120, 0.848], [-3.427, -3.707, 1.215], [-4.927, -5.357, 1.201], [-8.548, 1.288, -2.557], [-7.177, 1.601, -1.540], [-8.755, 2.073, -0.963], [-8.670, -0.801, -1.607], [-9.144, -0.047, -0.100], [-6.786, 0.223, 0.547], [-6.277, -0.390, -1.021], [-6.140, -2.667, 1.802], [-5.174, -1.495, 0.880], [-4.684, -1.848, -1.252], [-5.231, -3.287, -2.100], [-3.693, -3.294, -1.271], [-5.823, -5.271, 1.553], [-0.839, -1.713, -0.943], [0.165, -3.116, -0.047], [0.002, -3.032, 1.445], [1.052, -1.581, 2.206], [1.197, -3.023, -0.373], [-0.250, -4.052, -0.413], [0.371, -3.939, 1.920], [-1.029, -2.862, 1.737], [-3.258, -1.730, -3.917], [-4.297, -1.522, -5.544], [-5.172, -0.301, -5.486], [-6.746, -0.591, -4.372], [-4.865, -2.436, -5.684], [-3.565, -1.421, -6.341], [-5.557, -0.066, -6.475], [-4.656, 0.563, -5.084], [4.019, -1.908, -1.247], [4.336, -2.697, 0.503], [4.766, -4.133, 0.402], [3.268, -5.308, -0.013], [3.421, -2.578, 1.075], [5.128, -2.096, 0.947], [5.150, -4.480, 1.359], [5.511, -4.293, -0.371], [4.609, -2.123, 4.397], [6.526, -2.399, 4.543], [7.286, -1.153, 4.185], [7.247, -0.861, 2.262], [6.769, -3.233, 3.892], [6.703, -2.682, 5.578], [8.334, -1.255, 4.459], [6.875, -0.259, 4.643], [-2.967, 1.208, -7.530], [-1.046, 1.133, -7.226], [-0.736, 0.951, -5.762], [-1.017, 2.597, -4.767], [-0.632, 2.050, -7.631], [-0.688, 0.284, -7.803], [0.313, 0.696, -5.624], [-1.356, 0.194, -5.291], [2.799, 3.303, 0.965], [0.960, 3.147, 0.345], [0.628, 1.745, -0.085], [1.392, 1.332, -1.823], [0.838, 3.865, -0.459], [0.345, 3.440, 1.193], [-0.447, 1.626, -0.207], [0.994, 0.993, 0.607], [6.763, -1.362, 8.725], [5.388, -2.701, 9.044], [5.980, -4.063, 9.296], [6.634, -4.855, 7.648], [4.739, -2.689, 8.174], [4.837, -2.357, 9.916], [5.219, -4.743, 9.673], [6.817, -4.038, 9.985], [5.870, 4.692, 2.967], [5.943, 6.631, 2.856], [4.803, 7.190, 2.048], [5.071, 6.923, 0.141], [6.911, 6.886, 2.436], [5.888, 6.984, 3.884], [4.734, 8.266, 2.185], [3.853, 6.728, 2.297], [1.847, 5.864, -2.378], [1.011, 6.020, -4.125], [0.185, 7.272, -4.244], [-1.499, 7.116, -3.283], [0.424, 5.121, -4.273], [1.832, 6.037, -4.839], [-0.087, 7.450, -5.282], [0.693, 8.143, -3.845]],
  "mulliken_charge": [-1.18, -0.34, -0.14, -0.42, -0.76, -0.01, -0.82, 0.56, -0.48, -0.50, 0.27, 0.36, 0.35, 0.26, 0.33, 0.29, 0.12, 0.39, 0.53, 0.20, 0.16, 0.43, 0.36, -0.11, -0.28, -0.47, -0.20, 0.01, 0.38, 0.42, 0.26, -0.10, -0.57, -0.64, -0.18, 0.44, 0.29, 0.38, 0.38, -0.14, 0.42, -0.40, -0.17, -0.06, -0.31, 0.25, 0.39, -0.09, -0.28, -0.59, -0.17, 0.36, 0.00, 0.38, 0.39, -0.15, -0.58, -0.24, -0.12, 0.40, 0.38, 0.37, -0.03, -0.11, -0.32, -0.37, -0.09, 0.08, 0.38, 0.33, 0.10, -0.13, -0.60, -0.55, -0.13, 0.34, 0.36, 0.34, 0.36, -0.13, -0.57, -0.59, -0.12, 0.36, 0.34, 0.36, 0.35, -0.09, -0.15, -0.59, -0.15, -0.09, 0.34, 0.36, 0.38]
}

# 2
{
  "formula": "C48H43N7O14",
  "method": "ωB97M-V/def2-TZVPD",
  "homo_energy_ev": -9.52,
  "multiplicity": 1,
  "smiles": "CC[C@@H](C)c1ccc2c(c1)C(=O)NC2=O.O=[N+]([O-])c1ccccc1.O=[N+]([O-])c1ccccc1.O=[N+]([O-])c1ccccc1.O=[N+]([O-])c1ccccc1.O=[N+]([O-])c1ccccc1.O=[N+]([O-])c1ccccc1",
  "elements": ["C", "C", "C", "C", "C", "C", "C", "C", "C", "C", "C", "O", "N", "C", "O", "H", "H", "H", "H", "H", "H", "H", "H", "H", "H", "H", "H", "H", "O", "N", "O", "C", "C", "C", "C", "C", "C", "H", "H", "H", "H", "H", "O", "N", "O", "C", "C", "C", "C", "C", "C", "H", "H", "H", "H", "H", "O", "N", "O", "C", "C", "C", "C", "C", "C", "H", "H", "H", "H", "H", "O", "N", "O", "C", "C", "C", "C", "C", "C", "H", "H", "H", "H", "H", "O", "N", "O", "C", "C", "C", "C", "C", "C", "H", "H", "H", "H", "H", "O", "N", "O", "C", "C", "C", "C", "C", "C", "H", "H", "H", "H", "H"],
  "coordinates": [[-4.211, -2.888, 2.839], [-3.118, -3.569, 2.005], [-1.678, -3.313, 2.504], [-0.686, -3.876, 1.488], [-1.473, -1.836, 2.744], [-1.274, -1.354, 4.046], [-1.111, -0.002, 4.317], [-1.154, 0.868, 3.249], [-1.337, 0.402, 1.951], [-1.493, -0.937, 1.677], [-1.330, 1.573, 1.027], [-1.324, 1.576, -0.180], [-1.291, 2.693, 1.857], [-1.040, 2.353, 3.204], [-0.766, 3.143, 4.066], [-3.926, -2.798, 3.891], [-5.131, -3.479, 2.815], [-4.458, -1.897, 2.455], [-3.291, -4.645, 1.953], [-3.176, -3.183, 0.981], [-1.571, -3.846, 3.448], [-0.889, -4.944, 1.358], [0.350, -3.788, 1.813], [-0.813, -3.408, 0.510], [-1.241, -2.068, 4.861], [-0.958, 0.366, 5.324], [-1.631, -1.271, 0.655], [-1.132, 3.628, 1.514], [0.970, -5.820, 6.408], [-0.132, -5.645, 5.926], [-0.465, -4.651, 5.319], [-1.124, -6.721, 6.075], [-0.772, -7.859, 6.774], [-1.712, -8.868, 6.914], [-2.976, -8.724, 6.358], [-3.305, -7.572, 5.655], [-2.374, -6.557, 5.510], [0.216, -7.955, 7.199], [-1.456, -9.766, 7.459], [-3.707, -9.514, 6.471], [-4.288, -7.464, 5.218], [-2.612, -5.659, 4.960], [1.645, 7.063, -2.134], [0.564, 7.474, -2.510], [0.394, 8.539, -3.068], [-0.609, 6.617, -2.285], [-0.434, 5.400, -1.651], [-1.540, 4.590, -1.444], [-2.793, 5.013, -1.869], [-2.947, 6.238, -2.507], [-1.847, 7.053, -2.720], [0.550, 5.088, -1.333], [-1.423, 3.629, -0.955], [-3.656, 4.380, -1.706], [-3.924, 6.560, -2.840], [-1.948, 8.007, -3.215], [3.114, 2.743, -8.257], [3.079, 3.880, -7.830], [3.005, 4.875, -8.521], [3.131, 4.064, -6.369], [3.244, 2.948, -5.561], [3.299, 3.127, -4.188], [3.240, 4.406, -3.649], [3.123, 5.512, -4.480], [3.068, 5.346, -5.855], [3.286, 1.961, -5.997], [3.387, 2.267, -3.539], [3.284, 4.545, -2.577], [3.072, 6.504, -4.054], [2.975, 6.195, -6.516], [0.182, -6.746, 3.357], [0.627, -7.549, 2.562], [-0.028, -8.106, 1.705], [2.063, -7.858, 2.649], [2.814, -7.249, 3.638], [4.163, -7.553, 3.721], [4.735, -8.446, 2.825], [3.960, -9.040, 1.837], [2.610, -8.749, 1.743], [2.357, -6.555, 4.329], [4.768, -7.089, 4.489], [5.789, -8.679, 2.896], [4.409, -9.733, 1.138], [1.993, -9.202, 0.982], [-0.489, 15.577, -0.624], [-0.953, 15.036, -1.607], [-2.019, 15.322, -2.115], [-0.169, 13.954, -2.228], [1.033, 13.587, -1.652], [1.760, 12.561, -2.234], [1.282, 11.925, -3.372], [0.074, 12.314, -3.934], [-0.664, 13.337, -3.361], [1.391, 14.092, -0.767], [2.701, 12.255, -1.796], [1.848, 11.117, -3.817], [-0.297, 11.817, -4.820], [-1.606, 13.651, -3.785], [1.201, -5.020, -0.603], [1.088, -4.428, -1.656], [1.340, -3.251, -1.817], [0.595, -5.189, -2.817], [0.259, -6.519, -2.646], [-0.215, -7.227, -3.739], [-0.344, -6.601, -4.972], [0.003, -5.265, -5.120], [0.477, -4.545, -4.035], [0.364, -6.989, -1.680], [-0.487, -8.267, -3.626], [-0.718, -7.157, -5.822], [-0.096, -4.780, -6.081], [0.750, -3.505, -4.131]],
  "mulliken_charge": [-1.30, -0.98, 2.07, -1.84, 0.59, -0.12, -1.18, 0.32, 0.15, -0.07, -0.07, -0.72, 0.05, -0.21, -0.60, 0.29, 0.35, 0.38, 0.54, 0.36, -0.65, 0.37, 0.49, 0.19, 0.44, 0.47, 0.46, 0.23, -0.67, 1.12, -0.55, 0.15, -0.49, -0.49, -0.44, -0.66, -0.08, 0.48, 0.39, 0.39, 0.41, 0.38, -0.63, 1.09, -0.58, 0.06, -0.49, -0.37, -0.75, -0.43, -0.45, 0.43, 0.84, 0.44, 0.38, 0.50, -0.61, 1.01, -0.61, 0.16, -0.38, -0.45, -0.53, -0.39, -0.45, 0.45, 0.39, 0.44, 0.49, 0.45, -0.43, 1.04, -0.64, 0.19, -0.11, -0.60, -0.44, -0.43, -0.57, 0.39, 0.41, 0.39, 0.38, 0.45, -0.61, 1.00, -0.61, 0.14, -0.36, -0.42, -0.43, -0.42, -0.33, 0.44, 0.38, 0.38, 0.39, 0.44, -0.56, 1.07, -0.61, 0.06, -0.38, -0.49, -0.43, -0.42, -0.42, 0.59, 0.38, 0.38, 0.38, 0.47]
}

# 3
{
  "formula": "C4H6O2",
  "method": "ωB97M-V/def2-TZVPD",
  "homo_energy_ev": -8.97,
  "multiplicity": 1,
  "elements": ["O", "C", "C", "C", "C", "O", "H", "H", "H", "H", "H", "H"],
  "coordinates": [[-2.322, -0.942, 0.395], [-1.398, -0.349, 0.895], [-0.022, -0.320, 0.248], [-0.059, -0.204, -1.272], [1.921, 0.941, 0.356], [0.745, 0.745, 0.881], [-1.493, 0.158, 1.876], [0.471, -1.248, 0.557], [-1.083, -0.325, -1.629], [0.569, -0.960, -1.744], [0.334, 0.771, -1.568], [2.338, 1.732, 1.006]],
  "nbo_charge": [-0.50, 0.42, -0.02, -0.64, 0.09, -0.47, 0.13, 0.22, 0.24, 0.23, 0.24, 0.08]
}

# 4
{
  "formula": "C21H59IN5O6",
  "method": "ωB97M-V/def2-TZVPD",
  "homo_energy_ev": -5.34,
  "total_charge": -1,
  "multiplicity": 1,
  "elements": ["I", "C", "C", "C", "O", "C", "N", "H", "H", "H", "H", "H", "H", "H", "H", "H", "H", "H", "C", "C", "C", "O", "C", "N", "H", "H", "H", "H", "H", "H", "H", "H", "H", "H", "H", "C", "C", "C", "O", "C", "N", "H", "H", "H", "H", "H", "H", "H", "H", "H", "H", "H", "C", "C", "C", "O", "C", "N", "H", "H", "H", "H", "H", "H", "H", "H", "H", "H", "H", "C", "C", "C", "O", "C", "N", "H", "H", "H", "H", "H", "H", "H", "H", "H", "H", "H", "C", "O", "H", "H", "H", "H"],
  "coordinates": [[0.573, -0.763, 0.369], [-4.485, -0.701, 1.658], [-3.666, 0.287, 2.390], [-2.866, -0.256, 3.648], [-3.746, -0.386, 4.795], [-4.336, 0.757, 5.311], [-2.724, 0.820, 1.334], [-4.867, -0.078, 0.849], [-5.393, -0.994, 2.185], [-3.889, -1.560, 1.350], [-4.274, 1.121, 2.740], [-2.091, 0.482, 3.858], [-2.276, -1.143, 3.421], [-5.044, 1.349, 4.731], [-3.502, 1.398, 5.597], [-4.750, 0.507, 6.288], [-2.056, 0.106, 1.081], [-2.253, 1.569, 1.821], [-0.123, 5.001, -1.884], [0.552, 3.674, -1.368], [0.882, 3.816, 0.196], [1.496, 5.087, 0.431], [1.872, 5.385, 1.741], [-0.331, 2.622, -1.496], [-0.534, 4.860, -2.884], [0.486, 5.905, -1.884], [-0.993, 5.193, -1.257], [1.469, 3.505, -1.932], [1.601, 3.010, 0.340], [0.013, 3.741, 0.850], [1.019, 5.737, 2.320], [2.578, 6.214, 1.785], [2.338, 4.526, 2.225], [-0.078, 1.869, -0.872], [-1.253, 2.898, -1.189], [-3.110, -0.855, -1.738], [-2.582, -1.549, -2.974], [-3.327, -0.970, -4.159], [-2.821, -1.472, -5.367], [-3.390, -0.810, -6.452], [-1.154, -1.375, -2.954], [-2.923, 0.219, -1.729], [-2.584, -1.273, -0.879], [-4.177, -0.993, -1.564], [-2.809, -2.593, -2.756], [-3.231, 0.111, -4.051], [-4.345, -1.340, -4.036], [-4.452, -1.052, -6.475], [-2.948, -1.215, -7.362], [-3.187, 0.260, -6.481], [-0.978, -0.397, -2.773], [-0.854, -1.690, -2.043], [0.795, -2.286, 4.055], [1.858, -3.105, 3.396], [2.744, -3.870, 4.423], [3.229, -3.010, 5.462], [4.490, -2.518, 5.046], [1.197, -3.950, 2.414], [0.256, -1.637, 3.365], [1.381, -1.570, 4.632], [0.247, -2.981, 4.692], [2.563, -2.421, 2.924], [3.596, -4.331, 3.923], [2.186, -4.690, 4.875], [5.191, -3.345, 4.940], [4.823, -1.939, 5.907], [4.522, -1.958, 4.111], [1.959, -4.427, 1.952], [0.981, -3.227, 1.743], [3.230, 0.156, -2.617], [2.490, -0.743, -3.572], [3.225, -1.075, -4.822], [2.514, -1.689, -5.916], [3.359, -1.769, -7.078], [2.015, -1.984, -2.897], [3.273, 1.143, -3.077], [4.166, -0.277, -2.264], [2.621, 0.245, -1.717], [1.540, -0.224, -3.701], [3.993, -1.765, -4.472], [3.740, -0.142, -5.050], [3.676, -0.866, -7.598], [2.669, -2.146, -7.834], [4.126, -2.542, -7.039], [1.457, -1.840, -2.068], [2.905, -2.342, -2.581], [1.289, 1.925, 3.872], [0.334, 1.796, 2.838], [0.889, 1.342, 4.702], [2.309, 1.604, 3.662], [1.377, 2.977, 4.146], [0.307, 0.911, 2.467]],
  "mulliken_charge": [-0.64, -1.40, 0.44, -0.33, -0.43, -0.73, -0.43, 0.31, 0.39, 0.25, 0.44, 0.27, 0.24, 0.26, 0.31, 0.29, -0.10, 0.18, -1.50, 0.36, -0.44, -0.37, -0.71, -0.38, 0.40, 0.33, 0.36, 0.17, 0.38, 0.26, 0.29, 0.29, 0.21, 0.05, 0.28, -1.25, 0.50, -1.00, -0.27, -0.76, -0.41, 0.23, 0.13, 0.51, 0.39, 0.41, 0.38, 0.32, 0.25, 0.30, 0.17, 0.10, -0.69, 0.43, -0.90, -0.36, -0.74, -0.76, -0.13, 0.21, 0.37, 0.27, 0.43, 0.42, 0.33, 0.28, 0.27, 0.29, 0.20, -1.27, 0.74, -0.91, -0.26, -0.81, -0.57, 0.39, 0.35, 0.16, 0.26, 0.28, 0.32, 0.33, 0.29, 0.30, 0.02, 0.31, -0.81, -0.19, 0.35, 0.29, 0.25, -0.02]
}